[1]
Formula: C7H14O3
Source: OMol25
Level of theory: ωB97M-V/def2-TZVPD

The geometry in XYZ format:
```
24
C7H14O3 (ωB97M-V/def2-TZVPD)
O 0.9530 3.4243 1.0432
C -0.2417 3.2761 0.8103
C -1.0186 1.1634 0.0181
O 0.1009 0.2942 0.0610
C 0.4002 -0.2639 1.3149
C 1.3086 -1.4680 1.1666
O 2.6847 -1.1728 1.1185
C 3.1512 -0.6411 -0.0992
H -1.4696 1.2137 1.0302
H -0.8492 1.7303 -0.9148
H -0.5281 -0.5958 1.8173
H 0.8825 0.4868 1.9672
H 1.1639 -2.1126 2.0453
H 1.0057 -2.0418 0.2716
H 4.2467 -0.6950 -0.0796
H 2.7782 -1.2311 -0.9551
H 2.8409 0.4060 -0.2349
C -2.4932 0.1982 -0.6824
C -2.2706 -0.4841 -2.0113
H -2.7741 -0.4962 0.1197
H -3.2458 0.9963 -0.7224
H -1.5104 -1.2739 -1.9278
H -1.9176 0.2330 -2.7690
H -3.1976 -0.9458 -2.3875
```

Output
Multiplicity ... 2
Relative energy (zero: lowest compared OMol25 entry of this formula, charge and spin) ... 0.0 kJ/mol
Highest occupied orbital energy (alpha / beta) ... 0.68 / -4.38 eV
Net charge ... -1



[2]
Formula: C32H20B3N4O24V
Source: OMol25
Level of theory: ωB97M-V/def2-TZVPD

The geometry in XYZ format:
```
84
C32H20B3N4O24V (ωB97M-V/def2-TZVPD)
V 0.1256 0.2309 -0.4119
O 4.0594 1.6119 -2.1416
C 3.7450 2.6248 -1.5829
O 4.5123 3.6419 -1.2586
B 3.7163 4.7486 -0.6876
O 2.3359 4.1773 -0.5980
C 2.3235 2.9591 -1.0585
O 1.3799 2.2044 -0.9994
O 3.7625 5.9286 -1.5420
C 4.1656 6.9803 -0.8236
O 4.3108 8.0929 -1.2264
C 4.4462 6.4678 0.6155
O 4.1563 5.1726 0.6390
O 4.7864 7.1522 1.5323
O -1.8917 -0.6522 -0.0200
C -2.8966 -1.3146 0.1090
O -3.9562 -0.9386 0.7571
B -4.9454 -2.0748 0.7742
O -4.4173 -2.9980 -0.2576
C -3.1950 -2.6609 -0.5851
O -2.4046 -3.2528 -1.2642
O -5.0310 -2.6989 2.0870
C -6.2889 -2.6469 2.5280
O -6.6976 -3.0524 3.5681
C -7.1070 -1.8891 1.4592
O -6.2829 -1.5710 0.4661
O -8.2435 -1.5472 1.5539
O -1.4070 -7.2070 4.4960
C -1.3779 -6.4933 3.5455
O -0.3596 -5.7067 3.1718
B -0.6987 -4.9952 1.9658
O -2.1028 -5.3448 1.6594
C -2.5052 -6.2890 2.4934
O -3.5441 -6.8744 2.5128
O 0.1937 -5.3427 0.8367
C 0.6834 -4.2779 0.2593
O 1.4441 -4.2208 -0.6663
C 0.1360 -3.0638 1.0434
O -0.5826 -3.4956 2.0394
O 0.3199 -1.9011 0.7644
N -0.3043 1.3911 1.4474
C -0.1465 2.7122 1.5377
C -0.0440 3.3852 2.7430
C -0.1850 2.6819 3.9318
C -0.4245 1.3279 3.8335
C -0.4764 0.7213 2.5912
H -0.0345 3.2731 0.6202
H 0.0477 4.4608 2.6729
H -0.1486 3.2237 4.8669
H -0.5729 0.6823 4.6893
H -0.6735 -0.3394 2.4931
N 2.3166 -0.0004 0.5372
C 3.1773 -0.8385 -0.0412
C 4.5302 -0.8672 0.2372
C 5.0247 0.0542 1.1424
C 4.1533 0.9181 1.7816
C 2.8113 0.8374 1.4431
H 2.7538 -1.5849 -0.7025
H 5.1281 -1.6618 -0.1845
H 6.0860 0.0662 1.3617
H 4.5748 1.6959 2.4020
H 2.1122 1.5175 1.9121
N 0.8711 -0.8473 -2.2038
C 1.6608 -0.3510 -3.1622
C 1.8267 -0.9176 -4.4055
C 1.2536 -2.1653 -4.6328
C 0.4853 -2.7247 -3.6321
C 0.2783 -2.0223 -2.4610
H 2.1662 0.5846 -2.9485
H 2.4386 -0.4460 -5.1594
H 1.3837 -2.6472 -5.5933
H 0.1352 -3.7487 -3.6482
H -0.3904 -2.3967 -1.7010
N -1.2246 1.4470 -1.7337
C -2.1318 2.1802 -1.0686
C -3.1272 2.8929 -1.7087
C -3.2630 2.8196 -3.0843
C -2.3168 2.0906 -3.7840
C -1.3162 1.4670 -3.0545
H -2.1769 2.0804 0.0054
H -3.8436 3.4329 -1.1039
H -4.1303 3.2837 -3.5351
H -2.3413 2.0034 -4.8596
H -0.6103 0.8443 -3.5957
```

Output
Multiplicity ... 4
Relative energy (zero: lowest compared OMol25 entry of this formula, charge and spin) ... 0.0 kJ/mol
Highest occupied orbital energy (alpha / beta) ... -6.51 / -7.53 eV
Net charge ... -1



[3]
Formula: C5H10NOS
Source: OMol25
Level of theory: ωB97M-V/def2-TZVPD

The geometry in XYZ format:
```
18
C5H10NOS (ωB97M-V/def2-TZVPD)
C 1.2099 -1.2403 -2.9102
C 1.3823 -0.4337 -1.6089
O 2.4713 -0.1626 -1.2961
N 0.1708 -0.1663 -1.0420
C -0.0522 0.3950 0.4047
C -0.0602 1.8743 0.4772
C -1.4233 -0.3645 0.8724
S -1.7384 0.0325 2.6086
H 2.2042 -1.5170 -3.3860
H 0.8526 -2.2126 -2.8115
H 0.7962 -0.5440 -3.6439
H -0.7126 -0.4114 -1.4342
H 0.8079 0.0204 1.0144
H -0.9284 2.3458 0.1015
H 0.7233 2.3850 -0.0947
H 0.0701 2.1970 1.5321
H -1.0393 -1.3982 1.0289
H -2.2638 -0.3051 0.2081
```

Output
SMILES ... CC(=O)N[C@@H](C)C[S-]
Relative energy (zero: lowest compared OMol25 entry of this formula, charge and spin) ... 110.5 kJ/mol
Highest occupied orbital energy ... -2.44 eV
Net charge ... -1



[4]
Formula: C22H46BaBrP3
Source: OMol25
Level of theory: ωB97M-V/def2-TZVPD

The geometry in XYZ format:
```
73
C22H46BaBrP3 (ωB97M-V/def2-TZVPD)
Ba -0.0551 -0.0317 0.3239
C -2.8433 -1.1149 1.9136
C -1.9089 -0.3195 2.6045
C -2.0181 1.0091 2.1189
C -3.0235 1.0258 1.1265
C -3.5452 -0.2837 1.0113
C -4.7956 -0.6597 0.2599
C -3.5580 2.2507 0.4423
C -1.1628 2.1772 2.5335
C -1.0163 -0.7924 3.7157
C -3.1668 -2.5451 2.2402
H -5.4084 -1.3451 0.8499
H -4.6352 -1.1428 -0.7106
H -5.4065 0.2240 0.0659
H -4.3656 2.7165 1.0173
H -3.9651 2.0198 -0.5456
H -2.7870 3.0130 0.3056
H -1.6050 2.7709 3.3389
H -0.9845 2.8686 1.7017
H -0.1809 1.8503 2.8985
H -1.4491 -0.6469 4.7114
H -0.0645 -0.2547 3.7203
H -0.7811 -1.8564 3.6256
H -3.7881 -3.0056 1.4704
H -3.7131 -2.6297 3.1853
H -2.2704 -3.1643 2.3412
C -2.2121 3.0102 -3.0249
P -1.4112 1.5332 -2.2951
C -0.1794 1.1842 -3.6220
C -2.7344 0.2405 -2.5727
C -2.2591 -1.0549 -3.2302
P -1.2597 -2.1393 -2.1115
C -2.5439 -3.2122 -1.3858
C -0.4926 -3.2378 -3.3543
H -2.5785 2.7889 -4.0292
H -1.4903 3.8255 -3.0789
H -3.0436 3.3344 -2.3999
H -0.6349 1.2329 -4.6140
H 0.3459 0.2413 -3.4819
H 0.5869 1.9571 -3.5353
H -3.5422 0.7122 -3.1380
H -3.1328 0.0338 -1.5771
H -1.6219 -0.8264 -4.0861
H -3.1151 -1.6192 -3.6119
H -3.1842 -3.6595 -2.1492
H -3.1519 -2.6253 -0.6988
H -2.0611 -4.0054 -0.8128
H -1.2397 -3.6240 -4.0509
H -0.0125 -4.0772 -2.8505
H 0.2691 -2.6952 -3.9138
Br 2.4937 1.0098 -0.9841
C 4.3655 2.3950 3.2257
C 3.0038 2.0290 2.6418
P 2.5662 0.2394 2.5794
C 2.6571 -0.2136 4.3667
C 2.5323 -1.7159 4.6082
C 4.1000 -0.5339 1.9060
C 3.8309 -1.8748 1.2253
H 4.5181 3.4744 3.1814
H 5.1767 1.9281 2.6666
H 4.4604 2.0955 4.2701
H 2.9277 2.3793 1.6100
H 2.2042 2.5252 3.2009
H 1.8476 0.3174 4.8759
H 3.5939 0.1565 4.7892
H 1.6289 -2.1190 4.1470
H 2.4881 -1.9386 5.6750
H 3.3873 -2.2530 4.1957
H 4.8413 -0.6366 2.7037
H 4.4974 0.1652 1.1684
H 3.3231 -2.5780 1.8876
H 4.7613 -2.3398 0.8953
H 3.2125 -1.7202 0.3387
```

Output
Relative energy (zero: lowest compared OMol25 entry of this formula, charge and spin) ... 43.5 kJ/mol
Highest occupied orbital energy ... -6.75 eV



[5]
Formula: C13H44N10O9
Source: OMol25
Level of theory: ωB97M-V/def2-TZVPD

The geometry in XYZ format:
```
76
C13H44N10O9 (ωB97M-V/def2-TZVPD)
N -0.4260 4.5717 -1.9846
C -0.8098 3.9004 -0.9936
N -0.1419 2.8534 -0.8780
O -1.5990 4.2421 -0.1767
H 0.3146 4.2077 -2.5669
H -1.1238 5.1931 -2.3681
H 0.6229 2.7125 -1.5224
H -0.3663 2.1378 -0.2015
N -3.0704 2.2922 1.4160
C -2.3803 1.5274 2.2389
N -3.1797 0.7187 2.8385
O -1.1571 1.5041 2.3356
H -2.5977 2.9507 0.8135
H -4.0753 2.2119 1.4782
H -2.6960 0.1970 3.5554
H -4.1558 0.9782 2.8417
N -0.4789 -0.0682 4.7831
C -1.2071 -1.0313 5.1636
N -0.7268 -1.4987 6.2292
O -2.1653 -1.3829 4.4780
H 0.3044 0.3343 5.2776
H -0.5905 0.2928 3.8464
H -1.3031 -2.2922 6.4706
H -0.0488 -1.0409 6.8216
N 0.9351 -2.0780 -3.1730
C 0.4461 -3.2602 -3.0609
N 0.2229 -3.5819 -1.7959
O 0.0851 -3.9560 -3.9762
H 0.8769 -1.4766 -2.3636
H 1.1051 -1.6839 -4.0873
H 0.0706 -4.5350 -1.4986
H 0.4636 -2.9199 -1.0721
N -0.4782 -0.0354 0.2152
C 0.7796 -0.3374 0.1540
N 1.2797 0.0192 1.2908
O 1.3241 -0.9886 -0.7195
H -1.1114 -0.3760 -0.4941
H -0.8190 0.5605 0.9560
H 2.2566 -0.1749 1.4584
H 0.6821 0.4956 1.9511
C 3.2578 3.1726 1.4647
C 4.5370 2.2565 1.2310
O 4.1365 0.9182 0.9945
H 2.7436 2.8544 2.3715
H 2.4795 3.0360 0.7139
H 3.5418 4.1878 1.7420
H 5.0579 2.3599 2.1829
H 5.1567 2.5644 0.3887
H 4.8421 0.3831 0.6239
C -2.1571 1.3589 -4.3773
C -1.0312 0.6402 -3.6276
O -1.5893 -0.1247 -2.5594
H -3.0888 0.7943 -4.4120
H -1.8903 1.3901 -5.4337
H -2.5162 2.3471 -4.0898
H -0.2289 1.2752 -3.2519
H -0.4867 -0.0024 -4.3195
H -1.6298 -1.0453 -2.8285
C 5.3471 -3.1564 -1.7097
C 3.9363 -2.6781 -1.7003
O 3.9207 -1.2816 -1.9593
H 5.7894 -2.5194 -0.9436
H 5.9326 -2.9937 -2.6145
H 5.4488 -4.2093 -1.4465
H 3.4459 -2.9475 -0.7648
H 3.3427 -3.0641 -2.5290
H 3.0841 -0.9566 -1.6185
C -4.0425 -1.1180 -0.2034
C -3.8035 -1.9415 1.0919
O -4.0511 -3.3175 0.9754
H -3.4681 -1.3545 -1.0991
H -4.0052 -0.0437 -0.0224
H -5.0601 -1.2902 -0.5541
H -4.4265 -1.5078 1.8741
H -2.7658 -1.6342 1.2223
H -4.8200 -3.5353 1.5073
```

Output
SMILES ... NC(N)=O.NC(N)=O.NC(N)=O.NC(N)=O.NC(N)=O.CCO.CCO.CCO.CCO
Relative energy (zero: lowest compared OMol25 entry of this formula, charge and spin) ... 315.1 kJ/mol
Highest occupied orbital energy ... -8.91 eV



[6]
Formula: C3H4N2O
Source: OMol25
Level of theory: ωB97M-V/def2-TZVPD

The geometry in XYZ format:
```
10
C3H4N2O (ωB97M-V/def2-TZVPD)
O -2.6857 0.1573 0.2485
C -2.1852 0.2735 -0.9396
C -0.6434 0.2511 -0.7894
N -0.1538 0.0496 0.3652
C 1.2353 -0.0606 0.5343
N 1.9208 -0.8675 -0.1597
H -1.9675 0.0665 0.9375
H -0.0289 0.3972 -1.6828
H 1.6147 0.5725 1.3424
H 2.8936 -0.8397 0.1435
```

Output
Relative energy (zero: lowest compared OMol25 entry of this formula, charge and spin) ... 394.5 kJ/mol
Highest occupied orbital energy ... -9.06 eV



[7]
Formula: C28H37IO5Si2
Source: OMol25
Level of theory: ωB97M-V/def2-TZVPD

The geometry in XYZ format:
```
73
C28H37IO5Si2 (ωB97M-V/def2-TZVPD)
C -3.5572 0.3836 2.5034
C -2.8620 -0.2802 1.7711
Si -1.6903 -1.1784 0.6499
C -0.1804 -1.4899 1.7234
C -0.3671 -2.7543 2.5860
C -0.3879 -2.4522 4.1030
O -2.4659 -2.5945 0.2399
Si -1.8472 -3.5998 -0.9472
C -0.0205 -4.0139 -0.8168
O 0.2587 -5.0210 0.1512
C 1.5839 -5.4693 0.0503
C 2.6116 -4.5432 0.6710
O -2.6338 -5.0424 -0.7783
C -4.0327 -4.9146 -0.5587
C -4.4461 -5.4040 0.8360
C -3.2997 -6.0334 1.6108
C -1.3939 0.0059 -0.7947
I 0.5612 -0.1695 -1.6968
C -2.4488 -0.0138 -1.8968
C -3.8486 0.3465 -1.3776
H -4.1052 0.9050 3.2232
H 0.7482 -1.4682 1.1652
H -0.1622 -0.6499 2.4104
H 0.3799 -3.5073 2.3921
H -1.3179 -3.2276 2.3738
H -1.0711 -3.1262 4.5962
H 0.6062 -2.6180 4.4958
H -0.7176 -1.4363 4.2698
H -2.2145 -3.1114 -2.2893
H 0.6295 -3.1577 -0.6429
H 0.2635 -4.4090 -1.7993
H 1.6447 -6.4427 0.5200
H 1.8769 -5.6277 -0.9885
H 2.3775 -4.2497 1.6859
H 3.5842 -5.0162 0.6535
H 2.7274 -3.6326 0.0928
H -4.4256 -3.9189 -0.7517
H -4.5180 -5.5708 -1.2750
H -5.2090 -6.1667 0.7471
H -4.8960 -4.6061 1.4116
H -2.9625 -6.9537 1.1628
H -3.6990 -6.3129 2.5823
H -2.4804 -5.3529 1.7912
H -1.4193 1.0022 -0.3734
H -2.4586 -0.9226 -2.4813
H -2.1885 0.7793 -2.5897
H -3.7430 1.2210 -0.7465
H -4.3264 -0.4797 -0.8732
H -4.4157 0.6629 -2.2404
C 1.3028 9.2196 -1.4730
C 2.6205 9.6221 -1.2805
C 3.6199 8.6774 -1.1249
C 3.3057 7.3250 -1.1502
C 1.9796 6.9214 -1.3217
C 0.9829 7.8733 -1.4929
C 1.6135 5.4774 -1.3068
O 0.4619 5.1261 -1.4605
C 2.6952 4.4770 -1.0903
C 2.3686 3.1295 -1.0190
C 3.3619 2.1854 -0.8307
C 4.6909 2.5839 -0.7208
C 5.0225 3.9263 -0.7867
C 4.0270 4.8781 -0.9629
C 4.3958 6.3206 -0.9988
O 5.5536 6.6703 -0.9026
H 0.5245 9.9599 -1.6028
H 2.8665 10.6754 -1.2539
H 4.6455 8.9875 -0.9804
H -0.0410 7.5580 -1.6374
H 1.3366 2.8209 -1.1081
H 3.1031 1.1357 -0.7698
H 5.4678 1.8440 -0.5797
H 6.0538 4.2383 -0.6974
```

Output
Highest occupied orbital energy ... -9.48 eV



[8]
Formula: C17H31F3O
Source: OMol25
Level of theory: ωB97M-V/def2-TZVPD

The geometry in XYZ format:
```
52
C17H31F3O (ωB97M-V/def2-TZVPD)
C -7.5333 -1.7783 -1.2739
C -6.4102 -0.9268 -0.6941
C -5.6939 -1.6437 0.4485
C -4.6356 -0.7833 1.1395
C -3.4221 -0.4872 0.2608
C -2.3554 0.3019 1.0162
C -1.1414 0.6098 0.1434
C -0.0888 1.4235 0.8919
C 1.1261 1.7234 0.0174
C 2.1860 2.5195 0.7763
C 3.3573 2.9727 -0.0980
C 4.1208 1.8353 -0.7783
C 4.7712 0.8817 0.2215
C 5.6364 -0.1931 -0.4381
C 4.8458 -1.0922 -1.4081
C 3.6442 -1.6832 -0.7469
O 2.4990 -1.4490 -1.0035
C 3.9688 -2.6881 0.4058
F 5.1422 -3.3149 0.2281
F 4.0420 -2.0606 1.5897
F 3.0321 -3.6306 0.5123
H -8.0317 -1.2550 -2.0869
H -8.2729 -2.0079 -0.5095
H -7.1396 -2.7162 -1.6599
H -5.6977 -0.6905 -1.4859
H -6.8234 0.0147 -0.3245
H -5.2253 -2.5537 0.0662
H -6.4383 -1.9438 1.1908
H -5.0895 0.1586 1.4576
H -4.2954 -1.3036 2.0386
H -3.7311 0.0854 -0.6154
H -2.9927 -1.4283 -0.0906
H -2.0347 -0.2685 1.8911
H -2.7886 1.2390 1.3753
H -0.6941 -0.3255 -0.2002
H -1.4642 1.1657 -0.7405
H 0.2330 0.8686 1.7765
H -0.5321 2.3619 1.2351
H 1.5413 0.7762 -0.3310
H 0.8078 2.2914 -0.8602
H 2.5552 1.9250 1.6138
H 1.7169 3.4120 1.1989
H 2.9758 3.6407 -0.8741
H 4.0516 3.5480 0.5197
H 3.4324 1.2893 -1.4226
H 4.8991 2.2699 -1.4114
H 5.4036 1.4578 0.9008
H 3.9987 0.4006 0.8224
H 6.4411 0.2781 -1.0052
H 6.0936 -0.8094 0.3380
H 5.4976 -1.9011 -1.7462
H 4.5121 -0.5162 -2.2710
```

Output
SMILES ... CCCCCCCCCCCCCCCC(=O)C(F)(F)F
Relative energy (zero: lowest compared OMol25 entry of this formula, charge and spin) ... 1.3 kJ/mol
Highest occupied orbital energy ... -10.28 eV



[9]
Formula: C4H12O3
Source: OMol25
Level of theory: ωB97M-V/def2-TZVPD

The geometry in XYZ format:
```
19
C4H12O3 (ωB97M-V/def2-TZVPD)
C 2.1305 -1.2299 -0.3791
C 1.7224 0.1373 -0.8107
C 0.5523 0.7870 -0.5414
C 0.2155 1.9941 -1.2857
O -0.2838 0.1397 0.4374
H 1.1776 -1.7130 -0.3670
H 2.7225 -1.8364 -1.1652
H 2.6324 -1.2011 0.5746
H 2.3571 0.4817 -1.7392
H -0.1631 2.7408 -0.6362
H 1.0936 2.4788 -1.6241
H -0.3048 1.8337 -2.2719
H -0.5487 0.7978 1.1506
O -2.6106 -3.6815 0.3067
H -1.8571 -3.5136 -0.2191
H -2.3029 -4.2934 0.9448
O -1.8812 1.9105 2.3419
H -2.0083 1.8583 3.3556
H -2.6436 2.3093 1.9280
```

Output
SMILES ... C/C=C(/C)O.O.O
Relative energy (zero: lowest compared OMol25 entry of this formula, charge and spin) ... 172.0 kJ/mol
Highest occupied orbital energy ... -8.32 eV



[10]
Formula: C18H21N3O4S
Source: OMol25
Level of theory: ωB97M-V/def2-TZVPD

The geometry in XYZ format:
```
47
C18H21N3O4S (ωB97M-V/def2-TZVPD)
C -3.2381 -0.7671 -1.9516
C -4.5576 -0.2295 -1.4098
C -4.4249 0.2760 0.0326
C -3.3871 1.3833 0.0851
O -3.5973 2.4950 -0.3461
N -2.2088 0.9889 0.6510
C -0.9974 1.6751 0.6981
C -0.7346 2.8100 -0.0630
C 0.5415 3.3391 -0.0894
C 1.5669 2.7460 0.6345
C 2.9651 3.1965 0.4419
O 3.4250 4.2716 0.7368
N 3.7930 2.2446 -0.1508
C 3.4371 1.0495 -0.7000
N 2.2447 0.5984 -0.8377
C 2.2137 -0.6446 -1.3869
C 0.8851 -1.3171 -1.5077
C 0.4011 -1.7510 -0.1330
O -0.7339 -1.6532 0.2593
O 1.3932 -2.2716 0.5759
C 1.1046 -2.7339 1.8988
C 2.1245 -3.7930 2.2735
C 3.4296 -1.1602 -1.7029
S 4.6897 -0.0522 -1.2911
C 1.2798 1.6766 1.4790
C 0.0079 1.1535 1.5155
H -2.8202 -1.5179 -1.2844
H -3.3877 -1.2171 -2.9306
H -2.5143 0.0387 -2.0538
H -4.8998 0.5941 -2.0387
H -5.3156 -1.0154 -1.4379
H -5.3822 0.6893 0.3542
H -4.1527 -0.5489 0.6919
H -2.1414 0.0271 0.9591
H -1.5226 3.2517 -0.6498
H 0.7572 4.1947 -0.7111
H 4.7643 2.5205 -0.2433
H 0.9631 -2.2027 -2.1402
H 0.1472 -0.6315 -1.9248
H 1.1625 -1.8777 2.5800
H 0.0841 -3.1314 1.9208
H 3.1280 -3.3813 2.2107
H 2.0539 -4.6412 1.5978
H 1.9418 -4.1324 3.2889
H 3.6665 -2.1071 -2.1415
H 2.0624 1.2476 2.0882
H -0.2171 0.3102 2.1524
```

Output
SMILES ... CCCC(=O)Nc1ccc(C(=O)Nc2nc(CC(=O)OCC)cs2)cc1
Relative energy (zero: lowest compared OMol25 entry of this formula, charge and spin) ... 25.8 kJ/mol
Highest occupied orbital energy ... -8.36 eV



Energy values (in Eh) by entry order: -500.6618 -4275.7341 -724.7113 -4489.5354 -1746.4766 -301.3370 -2342.1116 -1041.2186 -385.2563 -1561.9924.